w) C5H10N3O2 | wB97M-V/def2-TZVPD

Output
spin multiplicity: 1
net charge: +1

Last column: Mulliken charge in e.
CARTESIAN COORDINATES (ANGSTROEM)
C 0.018 -2.211 -0.195  -0.462
C -0.406 -1.400 -1.110  0.668
C 0.986 1.784 2.130  0.450
C 1.128 0.427 -1.116  -0.499
C -1.637 -2.189 -1.798  -0.951
N 0.359 2.622 3.010  -0.367
N 0.542 1.616 0.885  -0.118
N 1.309 0.640 0.245  -0.440
O 1.882 0.936 2.534  -0.441
O -0.104 -0.210 -1.458  -0.338
H 0.207 -3.051 0.291  0.492
H 1.121 1.434 -1.735  0.248
H 1.923 -0.378 -1.410  0.395
H -1.701 -3.209 -1.214  0.318
H -1.348 -2.125 -2.817  0.346
H -2.430 -1.424 -1.621  0.306
H -0.218 3.270 2.560  0.246
H 0.757 2.817 3.951  0.282
H -0.426 1.785 0.567  0.300
H 2.062 0.479 1.657  0.566



x) C5H10N3O2 | wB97M-V/def2-TZVPD

Output
spin multiplicity: 1
net charge: +1

Last column: Mulliken charge in e.
CARTESIAN COORDINATES (ANGSTROEM)
C -0.678 1.692 1.410  -0.244
C -0.083 -0.431 2.327  -0.027
C 0.529 0.320 0.022  0.789
C -1.140 -1.706 -1.360  -0.691
C 1.565 0.879 -2.075  -0.686
N -0.115 1.441 0.322  -0.379
N -0.676 0.739 2.483  -0.066
N 0.630 -0.557 1.193  -0.073
O -1.274 -0.622 -0.485  -0.546
O 1.417 0.030 -0.900  -0.319
H -1.137 2.628 1.508  0.462
H 0.065 -1.192 3.034  0.434
H -0.125 -1.861 -1.424  0.361
H -1.733 -1.597 -2.310  0.189
H -1.569 -2.530 -0.868  0.275
H 2.685 0.951 -2.267  0.256
H 1.218 1.964 -1.914  0.329
H 0.998 0.466 -2.832  0.328
H -1.356 0.976 3.188  0.278
H 0.778 -1.592 0.949  0.329



y) C5H10N3O2 | wB97M-V/def2-TZVPD

Output
SMILES: CC1(C)C(=O)NC(=[NH2+])N1O
spin multiplicity: 1
net charge: +1

Last column: Mulliken charge in e.
CARTESIAN COORDINATES (ANGSTROEM)
C 1.105 0.935 1.169  -1.330
C -0.144 0.332 0.598  0.878
C -1.091 -0.120 1.811  -1.115
C -0.886 1.293 -0.387  0.092
O -1.626 2.221 -0.221  -0.500
N -0.649 0.733 -1.654  -0.045
C 0.023 -0.472 -1.565  0.387
N 0.511 -1.100 -2.633  -0.384
N 0.160 -0.768 -0.263  0.318
O 0.967 -1.863 0.157  -0.366
H 1.968 0.937 0.481  0.376
H 1.519 0.371 2.119  0.315
H 0.776 1.957 1.470  0.392
H -0.710 -1.209 2.029  0.238
H -2.236 -0.163 1.491  0.308
H -0.987 0.496 2.692  0.398
H -0.812 1.157 -2.492  0.101
H 0.389 -0.753 -3.558  0.227
H 1.125 -1.908 -2.295  0.290
H 0.596 -2.076 1.052  0.421



Quick look at relative energies in hartree: w) 0.1805; x) 0.1004; y) 0.0000.



w) C2H3N3OS | wB97M-V/def2-TZVPD

Output
SMILES: [H]/N=c1/ncn(S)o1
spin multiplicity: 1
net charge: 0

Last column: Mulliken charge in e.
CARTESIAN COORDINATES (ANGSTROEM)
H -1.419 0.620 2.796  0.282
N -1.312 -0.382 2.282  -0.519
C -0.947 -0.167 1.107  0.488
N -0.796 -1.271 0.306  -0.380
C -0.440 -0.795 -0.893  -0.165
N -0.127 0.530 -0.845  -0.023
S 1.718 0.406 -1.100  -0.087
O -0.535 1.074 0.411  -0.235
H 0.021 -1.392 -1.699  0.436
H 2.160 -0.687 -0.278  0.201



x) C2H3N3OS | wB97M-V/def2-TZVPD

Output
SMILES: Oc1[nH]nnc1S
spin multiplicity: 1
net charge: 0

Last column: Mulliken charge in e.
CARTESIAN COORDINATES (ANGSTROEM)
O -0.253 1.992 0.087  -0.496
C -0.197 0.637 0.262  0.415
N -1.336 -0.190 -0.135  0.248
N -1.024 -1.474 -0.069  -0.619
N 0.236 -1.589 0.153  -0.180
C 0.794 -0.353 0.271  0.194
S 2.534 0.040 -0.090  -0.272
H -1.188 2.169 -0.353  0.354
H -2.239 0.121 -0.299  0.174
H 2.671 -1.354 0.173  0.181



Quick look at relative energies in hartree: w) 0.0477; x) 0.0000.